# 1
Entry from the OMol25 dataset: a molecular structure, C23H26BN5STeV in a non-equilibrium geometry (ωB97M-V/def2-TZVPD).

The geometry in ORCA input format:
```
! RIJCOSX wB97M-V def2-TZVPD def2/J DEFGRID3
* xyz 2 2
V -0.29928 0.36855 0.79229
C -2.34636 3.02990 3.51702
C -1.44404 2.31530 2.57783
N -1.77112 1.22604 1.93256
N -2.98798 0.72140 2.12407
C -3.23956 -0.37402 1.46675
N -4.41766 -0.96880 1.57196
S -1.99955 -1.07407 0.43210
C -0.10061 2.77711 2.27855
C 0.50683 3.91316 2.79552
C 1.79864 4.22023 2.40140
C 2.46196 3.38969 1.49894
C 1.80441 2.27544 1.03003
N 0.55249 1.97793 1.40675
H -3.31387 2.54385 3.55403
H -2.47389 4.07075 3.21153
H -1.91559 3.03507 4.52144
H -5.11275 -0.59005 2.19642
H -4.61413 -1.83357 1.09891
H -0.03135 4.53877 3.49335
H 2.29665 5.09603 2.79555
H 3.47117 3.60068 1.17700
H 2.29322 1.58690 0.34868
C -1.25493 2.31720 -0.92829
C -2.64137 2.37294 -0.77015
C -3.45517 1.51292 -1.48672
C -2.89343 0.59470 -2.37159
C -1.52073 0.50939 -2.51005
C -0.68991 1.36211 -1.77995
H -0.64083 3.11422 -0.53124
H -3.08120 3.13097 -0.13452
H -4.53048 1.58221 -1.38617
H -3.53084 -0.04351 -2.96932
H -1.10234 -0.18796 -3.22472
H 0.37018 1.40611 -2.00892
C 1.83131 -0.99431 -2.58251
Te 1.35870 -1.33483 -0.50799
C 0.81504 -3.28180 -1.26220
C 1.78612 -3.47900 -2.39414
C 2.16789 -4.74744 -2.80649
C 3.04655 -4.88589 -3.87136
C 3.55977 -3.76733 -4.50964
C 3.19140 -2.49629 -4.09001
C 2.29849 -2.35264 -3.03946
H 2.59513 -0.22696 -2.68749
H 0.93473 -0.68585 -3.12202
H -0.22384 -3.23030 -1.59114
H 0.91727 -4.02564 -0.47619
H 1.78425 -5.62165 -2.29532
H 3.34821 -5.87393 -4.19154
H 4.26235 -3.88216 -5.32338
H 3.60214 -1.62035 -4.57706
B 1.68445 -2.14527 3.85327
C 0.91990 -1.19405 2.99122
N 0.35443 -0.49763 2.22665
H 1.51917 -3.22597 3.33991
H 2.83856 -1.80169 3.82011
H 1.26140 -2.14659 4.97571
*
```

Calculated values
max |F|	2.65	eV/A
E_tot	-2800.29031	Ha
orbital gap (alpha / beta)	5.35 / 6.20	eV
HOMO energy (alpha / beta)	-14.189 / -14.190	eV
expectation value of S²	0.85
energy above the lowest of the compared OMol25 structures with the same formula, charge and spin	0.988	eV

Mulliken charges in e: V -0.1333; C -1.6931; C 0.8153; N 1.7411; N -1.6005; C 0.5128; N -0.3473; S -0.3073; C 0.3399; C -0.8582; C -0.5255; C -0.8265; C -0.2007; N 0.4364; H 0.3657; H 0.4176; H 0.4288; H 0.2529; H 0.2214; H 0.5645; H 0.4645; H 0.4825; H 0.3805; C -0.1316; C -0.4870; C -0.5552; C -0.7163; C -0.6711; C -0.2569; H 0.5360; H 0.4602; H 0.4752; H 0.4565; H 0.4266; H 0.8369; C -0.7602; Te 0.3894; C -0.9417; C 0.5904; C -0.8939; C -0.5896; C -0.6280; C -0.7797; C 0.6095; H 0.5962; H 0.2782; H 0.4265; H 0.6148; H 0.4655; H 0.4185; H 0.4225; H 0.4563; B 0.2910; C 0.0701; N -0.2023; H -0.0574; H -0.0428; H -0.0383



# 2
Entry from the OMol25 dataset: a molecular structure, C23H26BaClIN4O4Te (ωB97M-V/def2-TZVPD).

The geometry in ORCA input format:
```
! RIJCOSX wB97M-V def2-TZVPD def2/J DEFGRID3
* xyz -2 1
Ba 0.10174 -1.62453 0.41084
C -0.87912 0.11527 -5.69003
O -2.11554 0.70933 -5.35288
C -2.64160 0.38129 -4.13268
C -3.89872 0.95335 -3.85076
C -4.48384 0.66362 -2.64753
C -3.89711 -0.17434 -1.68136
C -4.66438 -0.37843 -0.43684
C -4.14920 -1.29428 0.64287
O -5.73623 0.19635 -0.26039
C -2.62260 -0.76531 -1.96155
O -1.98155 -1.52848 -1.15898
C -2.02687 -0.44295 -3.22776
H -0.62007 0.49355 -6.67745
H -0.96426 -0.97528 -5.72670
H -0.09670 0.38630 -4.97889
H -4.36780 1.59820 -4.58215
H -5.44890 1.08544 -2.39467
H -3.79313 -2.24034 0.24073
H -4.94660 -1.43743 1.36996
H -3.29093 -0.83414 1.13976
H -1.05122 -0.87365 -3.40560
Cl 3.56910 5.07066 1.24417
C 2.97469 3.58247 0.52421
C 2.61532 3.57372 -0.79064
C 2.11990 2.41053 -1.39182
I 1.67355 2.44445 -3.43034
C 1.90969 1.19944 -0.70061
O 1.42285 0.14650 -1.19694
C 2.33599 1.24394 0.71029
N 2.19471 0.09197 1.40100
C 2.56914 0.01653 2.65741
C 3.12350 1.12440 3.32872
C 3.26799 2.30781 2.66160
C 2.87094 2.40770 1.30868
H 2.71497 4.47746 -1.37760
H 2.39646 -0.93890 3.15154
H 3.41421 1.02703 4.36667
H 3.68108 3.17919 3.15407
Te 0.53034 -3.38533 3.10416
C -0.88126 1.39794 3.29962
N -1.06001 2.48005 2.34497
C -0.29560 3.67814 2.64465
C -1.29599 2.12278 1.03455
N -1.21251 0.89495 0.67247
N -1.61420 3.18094 0.18383
C -2.68392 4.07490 0.58929
C -1.61824 2.89079 -1.24045
H -0.98181 1.80886 4.30601
H 0.09571 0.91387 3.21422
H -1.63960 0.63484 3.14656
H 0.73141 3.41985 2.92222
H -0.75013 4.22173 3.47895
H -0.25916 4.32553 1.77260
H -1.61168 0.76516 -0.25425
H -2.67593 4.20936 1.66757
H -3.66549 3.67932 0.29504
H -2.55023 5.04834 0.11090
H -2.51488 2.34513 -1.56292
H -0.73800 2.30657 -1.50064
H -1.57615 3.83395 -1.78796
*
```

Calculated values
max |F|	0.14	eV/A
E_tot	-2463.59359	Ha
orbital gap	3.52	eV
HOMO energy	0.119	eV
energy above the lowest of the compared OMol25 structures with the same formula, charge and spin	0.000	eV

Mulliken charges in e: Ba 1.3152; C -0.6576; O -0.4457; C 1.2237; C -0.7052; C -0.9208; C 0.2311; C 0.8665; C -0.9068; O -0.7339; C -0.0232; O -1.0421; C -0.2675; H 0.1988; H 0.3421; H 0.1122; H 0.3704; H 0.4067; H 0.3155; H 0.3871; H -0.0041; H 0.3209; Cl -0.3376; C 0.6478; C -0.6937; C -0.2871; I 0.0630; C 0.7560; O -0.8829; C -0.0658; N -0.2738; C -0.6808; C -0.3354; C -0.9340; C 0.6947; H 0.3752; H 0.1425; H 0.4327; H 0.3760; Te -1.4123; C -0.7320; N 0.1764; C -1.1988; C 0.3836; N 0.1082; N 0.2984; C -1.2324; C -0.9283; H 0.3026; H 0.2102; H 0.2503; H 0.3401; H 0.3081; H 0.3952; H -0.4700; H 0.4135; H 0.3187; H 0.3320; H 0.2743; H 0.0956; H 0.3866